Entry 1:
DFT (wB97M-V/def2-TZVPD) results for C22H24As2Br4O10STl as an isolated structure in a non-equilibrium geometry.

Results
Strongest force on any atom: 5.13 eV Å⁻¹
2S+1: 1
Total charge: +1
Orbital gap (spin up / spin down): 3.741 / 3.761 eV

Cartesian coordinates (Å):
Tl: 0.68864 -3.97412 -0.81953
Br: 3.26100 -2.33970 5.65838
C: 3.21994 -2.67444 3.82450
C: 4.43702 -2.79005 3.08791
Br: 6.05729 -3.07274 4.03883
C: 4.44045 -3.02484 1.71192
Br: 6.05058 -2.80855 0.75991
C: 3.23980 -3.21790 1.04688
O: 3.05859 -3.30593 -0.20441
C: 1.98231 -3.28034 1.91644
O: 0.90467 -3.77198 1.47406
C: 1.99910 -2.68691 3.19236
Br: 0.42921 -2.16264 4.07177
C: -3.58532 -3.99869 -1.42411
S: -2.63959 -5.28546 -0.45474
C: -3.62744 -6.75541 -0.60426
H: -4.65341 -4.04211 -1.18864
H: -3.40845 -4.26859 -2.46054
H: -3.16123 -2.97235 -1.23422
H: -3.36722 -7.28372 -1.51187
H: -4.68077 -6.51539 -0.56357
H: -3.34229 -7.39209 0.28629
C: -0.38185 -2.04298 -3.58184
O: -0.20020 -1.19125 -2.39567
C: -1.19253 -0.30103 -2.17932
O: -2.25065 -0.30406 -2.77593
C: -0.82067 0.76217 -1.19198
C: -1.70054 1.43416 -0.44243
As: -1.76801 3.35277 -0.10710
C: -2.25387 3.90484 -1.91755
C: 0.15774 3.63595 -0.12830
C: 0.87395 2.63081 0.48812
As: 0.98757 0.90373 -0.40137
C: 1.96708 1.43148 -1.99866
C: 1.58979 2.79135 1.77663
O: 2.48562 1.98315 2.10826
O: 1.18900 3.87392 2.45614
C: 1.95819 4.08492 3.69206
C: 0.71540 4.88050 -0.65433
O: -0.02140 5.85621 -1.03037
O: 2.09485 4.96883 -0.50824
C: 2.64499 6.14165 -1.17518
C: -2.94199 0.83337 0.15102
O: -3.90009 1.56598 0.41416
O: -2.79486 -0.47523 0.53288
C: -3.90529 -1.05959 1.31455
H: 0.56149 -2.54957 -3.82983
H: -0.69205 -1.43805 -4.45148
H: -1.16980 -2.77311 -3.32895
H: -3.31419 3.60791 -2.08032
H: -1.61579 3.54493 -2.70422
H: -2.32192 5.02149 -2.02370
H: 2.01195 0.51155 -2.54588
H: 2.97225 1.72757 -1.66277
H: 1.53590 2.33379 -2.53928
H: 1.58506 5.05084 4.08604
H: 3.01945 4.11109 3.43672
H: 1.77450 3.20509 4.29318
H: 3.71138 6.15465 -1.01426
H: 2.20705 7.05549 -0.82739
H: 2.53405 6.00223 -2.29368
H: -3.79122 -2.14164 1.28431
H: -4.89787 -0.84462 0.83112
H: -3.94535 -0.61731 2.32145

***

Entry 2:
DFT (wB97M-V/def2-TZVPD) results for C22H24BFeN8O as an isolated structure in a non-equilibrium geometry.

Results
Strongest force on any atom: 2.97 eV Å⁻¹
2S+1: 2
Total charge: +2
Orbital gap (spin up / spin down): 5.540 / 5.495 eV

Cartesian coordinates (Å):
Fe: 0.00417 1.07099 -1.80669
C: 0.38110 5.07528 -2.36151
C: 0.20777 3.81555 -2.90733
N: 0.07722 2.91520 -1.91696
N: 0.16765 3.57065 -0.73619
C: 0.35282 4.87571 -0.98806
B: 0.06738 2.77911 0.60670
N: 1.26753 1.81012 0.62879
C: 2.25892 1.49799 1.48179
C: 3.04667 0.51490 0.90366
C: 2.46793 0.25661 -0.32622
N: 1.39319 1.03869 -0.48176
N: -1.21532 1.90683 0.53052
C: -2.20049 1.68774 1.41568
C: -3.11701 0.81530 0.85471
C: -2.61536 0.52459 -0.40339
N: -1.46956 1.18766 -0.58718
N: -0.03105 3.73174 1.78112
C: -0.97408 4.65621 1.97171
C: -0.67964 5.32007 3.21183
C: 0.47407 4.68080 3.66095
N: 0.87117 3.73430 2.82358
H: 0.51075 6.00561 -2.88552
H: 0.16471 3.51664 -3.94323
H: 0.46404 5.57972 -0.17853
H: 2.34125 2.02094 2.41818
H: 3.93113 0.06533 1.31828
H: 2.77327 -0.42435 -1.10527
H: -2.19463 2.17459 2.37754
H: -4.03129 0.45879 1.29446
H: -3.02578 -0.09846 -1.18216
H: -1.77542 4.81227 1.26250
H: -1.24250 6.10826 3.68404
H: 1.03805 4.86900 4.55953
C: 0.04271 -7.13774 -0.29038
C: 0.03672 -5.65818 -0.45379
C: -0.04928 -4.79510 0.66535
C: -0.07383 -3.45767 0.52929
C: -0.16059 -2.60884 1.78925
C: -0.01241 -2.90993 -0.78970
C: -0.08541 -1.52716 -0.85882
O: -0.09369 -0.82152 -1.93694
C: 0.10367 -3.77058 -1.94129
C: 0.21757 -3.32608 -3.39064
C: 0.12084 -5.09958 -1.72531
H: -0.02459 -7.42680 0.75634
H: 0.95546 -7.56068 -0.71237
H: -0.79730 -7.57892 -0.82885
H: -0.09762 -5.20548 1.66615
H: -0.18594 -3.23964 2.67173
H: -1.05785 -1.98736 1.80191
H: 0.69712 -1.93947 1.88397
H: -0.15771 -1.01073 0.09767
H: 0.28538 -2.25633 -3.52912
H: -0.64431 -3.69141 -3.94651
H: 1.08617 -3.80037 -3.84141
H: 0.20625 -5.74480 -2.59212

***

Entry 3:
DFT (wB97M-V/def2-TZVPD) results for C22H24BN7Ti as an isolated structure in a non-equilibrium geometry.

Results
Strongest force on any atom: 7.59 eV Å⁻¹
2S+1: 3
Total charge: +2
Orbital gap (spin up / spin down): 5.211 / 3.671 eV

Cartesian coordinates (Å):
C: 2.33734 -0.54147 -0.62608
N: 0.99625 -0.49884 -0.89579
N: 0.82301 0.02000 -2.15176
C: 2.03813 0.16284 -2.71498
C: 3.01419 -0.16610 -1.78234
B: -0.52036 0.21263 -2.96654
N: -1.29150 -1.12204 -2.60635
N: -1.30715 -1.70987 -1.36918
C: -1.85678 -2.94743 -1.47654
C: -2.08384 -3.20447 -2.83085
C: -1.68542 -2.05519 -3.51531
Ti: -0.16750 -1.61424 0.43696
N: -1.21566 1.72339 -3.08732
N: -1.78182 2.42390 -2.02094
C: -2.31859 3.55499 -2.47681
C: -2.06269 3.66600 -3.87508
C: -1.36814 2.50813 -4.21632
H: -2.86917 4.23369 -1.82107
H: -0.98039 2.23039 -5.18364
H: -2.37219 4.49518 -4.47930
H: -0.20490 0.05609 -4.13747
H: -1.58360 -1.85886 -4.57345
H: 2.09265 0.48198 -3.75027
H: -2.50658 -4.10533 -3.23766
H: 4.08782 -0.10228 -1.90144
H: -2.03683 -3.53711 -0.58577
H: 2.70716 -0.78248 0.36786
H: -1.23693 -0.02611 0.35377
C: -1.96738 -0.68544 0.88993
H: -2.80408 -0.83016 0.19480
H: -1.54105 -1.74494 1.20199
H: -2.22837 -0.16283 1.81611
C: 1.80297 3.81967 2.18669
C: 0.83622 3.52932 1.21141
C: 0.39011 2.22349 1.01595
C: 0.86745 1.18520 1.85441
C: 1.83296 1.48190 2.83488
C: 2.31314 2.78279 2.97650
N: 0.50870 -0.13512 1.67425
C: 0.62686 -1.17518 2.59699
C: 0.85857 -2.49978 2.02643
C: 0.57990 -3.66080 2.82704
C: 0.31598 -3.49597 4.18216
C: 0.17421 -2.20057 4.73362
C: 0.36645 -1.04911 3.96453
H: 2.14948 4.84348 2.34875
H: 0.42731 4.33864 0.60623
H: -0.30562 2.01005 0.20086
H: 2.20101 0.66354 3.45480
H: 3.08283 2.97194 3.72466
H: 1.56282 -2.54572 1.15278
H: 0.67121 -4.65603 2.37508
H: 0.27976 -4.36796 4.85676
H: -0.01102 -2.08974 5.80450
H: 0.36304 -0.04810 4.41159

***

Entry 4:
DFT (wB97M-V/def2-TZVPD) results for C22H24BN7Zn as an isolated structure in a non-equilibrium geometry.

Results
Strongest force on any atom: 1.88 eV Å⁻¹
2S+1: 1
Total charge: 0
Orbital gap: 7.401 eV

Cartesian coordinates (Å):
H: 0.12242 3.13856 0.38428
N: 0.30875 1.80532 -1.28377
B: 0.87121 0.88342 -3.60355
N: 0.65622 2.04704 -2.60676
C: 0.78896 3.36414 -2.81794
Zn: -0.02803 -0.13269 -0.50368
H: 1.07393 3.71865 -3.80588
C: 0.56776 4.02057 -1.61458
H: 0.62806 5.07510 -1.42377
C: 0.29320 3.00723 -0.67376
H: 1.36278 1.25450 -4.61146
C: -2.09843 -2.79940 1.09265
H: -2.44694 -3.07994 2.09825
H: -1.09300 -3.23290 0.95053
H: -2.77321 -3.22855 0.34024
N: -0.55750 0.32319 -3.81714
N: 1.67032 -0.28760 -2.96644
N: -1.28507 -0.16449 -2.73286
N: 1.42883 -0.80833 -1.69455
C: -1.25357 0.22094 -4.95475
C: 2.69069 -0.94182 -3.52659
H: -0.79860 0.55977 -5.87642
H: 2.95738 -0.67944 -4.54857
C: -2.48546 -0.36008 -4.65531
C: 3.19767 -1.84855 -2.61198
C: -2.45074 -0.58902 -3.25057
C: 2.38976 -1.72718 -1.46649
H: -3.26790 -0.58855 -5.34551
H: 4.04576 -2.49703 -2.74239
H: -3.24386 -1.05423 -2.67456
H: 2.49885 -2.23754 -0.51264
H: -2.09081 -1.69343 0.99659
C: -1.74845 3.14013 3.61366
C: -2.21686 2.72684 2.35922
C: -1.58600 1.69183 1.66526
C: -0.47000 1.03703 2.23617
C: 0.01517 1.48181 3.49879
C: -0.62984 2.51555 4.17482
N: 0.08533 -0.05109 1.58204
C: 0.57484 -1.07500 2.38788
C: 1.80156 -1.70517 2.07794
C: 2.17553 -2.86375 2.77069
C: 1.35847 -3.38130 3.78638
C: 0.18414 -2.71417 4.15023
C: -0.16693 -1.52816 3.51156
H: -2.26620 3.94347 4.15943
H: -3.09036 3.19812 1.90752
H: -1.94704 1.35721 0.68640
H: 0.88147 0.99190 3.94234
H: -0.25845 2.82847 5.15158
H: 2.43280 -1.27140 1.29704
H: 3.09638 -3.37538 2.48495
H: 1.63839 -4.32118 4.28866
H: -0.48242 -3.11419 4.91293
H: -1.06099 -0.97922 3.81391